ORCA calculation (ωB97M-V/def2-TZVPD) on a structure of composition C22H44BiN3OP3S at a distorted geometry.

Frontier orbital gap (spin up / spin down) in eV: 5.39 / 5.13
HOMO level (spin up / spin down) in eV: -16.58 / -16.46

The geometry in ORCA input format:
```
! wB97M-V def2-TZVPD RIJCOSX def2/J DEFGRID3
* xyz 3 1
S -0.307 2.355 -1.807
H 0.860 0.448 5.203
C -2.097 3.845 2.692
C 3.309 1.171 1.368
H -3.342 5.233 -4.054
H 0.913 -2.397 -3.479
H 2.170 -2.736 2.351
C 1.759 -2.543 -2.793
H -0.963 -3.298 -2.650
H 0.252 -5.179 0.828
H 4.094 -0.621 -0.534
H 1.771 -1.080 5.067
H -2.080 1.857 3.396
C -1.924 -2.901 -2.296
H -1.452 0.692 -3.561
H 1.061 -4.020 2.917
H -2.580 2.646 0.162
H -2.461 -0.658 -4.200
C -2.640 2.793 3.313
H -3.544 0.317 -1.001
H -1.020 3.811 2.447
H -2.298 -2.904 0.884
H -3.709 2.762 3.580
H 0.737 -2.299 3.334
H -0.888 0.762 1.351
H -0.185 -4.409 -0.732
H -5.046 5.319 -2.190
Bi -0.033 0.258 -0.141
N 2.021 0.851 1.478
C -1.548 -2.974 1.687
C 3.569 -1.531 -0.859
H 4.675 1.978 0.114
H -4.684 4.064 -0.067
H 3.107 -0.337 -3.845
C -2.792 3.195 -0.748
H -2.678 -3.030 -3.088
H 4.236 -2.133 -1.497
H -0.668 -0.827 -4.074
C -3.211 4.688 -3.108
C -4.146 4.726 -2.063
H -1.306 3.870 -3.728
P 2.046 -1.057 -1.761
H -2.656 4.709 2.309
C -1.570 -0.402 -3.605
H -2.246 -3.448 -1.399
H 3.488 0.776 -2.498
C -3.500 -0.696 -1.430
P 0.146 -2.729 1.016
H 3.108 1.947 -0.515
H -1.738 -2.179 2.424
C -3.942 3.991 -0.882
C 1.859 0.020 5.051
H 3.304 -2.123 0.029
N 2.414 0.488 3.784
H -1.628 -3.956 2.178
H 5.263 1.275 2.282
C 1.117 -2.980 2.557
C 4.231 1.074 2.430
H 2.660 -2.748 -3.392
H 1.512 -4.367 -0.152
C -1.811 3.167 -1.772
P -1.796 -1.113 -1.939
H -3.841 -1.423 -0.675
C 3.748 0.682 3.655
C -2.063 3.924 -2.948
H 1.886 0.843 -3.281
H 1.551 -3.420 -2.163
H 2.518 0.312 5.873
C 0.456 -4.328 0.158
C 2.695 0.171 -2.960
H 4.316 0.527 4.560
C 1.550 0.475 2.701
O 0.375 0.060 2.912
N 3.773 1.511 0.106
H -4.159 -0.748 -2.310
*
```

Atomic partial charges in e from the Mulliken method, atoms 1 to 2:
1 S -0.29
2 H 0.27